A structure of composition H24O12 in a non-equilibrium geometry, computed with wB97M-V/def2-TZVPD.

The energy above the lowest of the compared OMol25 structures with the same formula, charge and spin comes out at 258.6 kcal/mol. For the orbital gap, the calculation gives 8.61 eV.

ORCA input file:
```
! RIJCOSX wB97M-V def2-TZVPD def2/J DEFGRID3
* xyz 0 1
H -0.67404 1.61238 0.10762
H 0.24977 0.45427 -0.23206
H -0.08190 -2.80183 0.03616
H -1.46443 -2.84479 0.66607
H -1.98808 4.14373 -1.93339
H -2.27168 2.65894 -2.09162
H 1.85331 -1.52325 1.86582
H 1.45249 -1.69281 0.40958
H 0.87751 -3.53841 -1.17901
H 1.24878 -3.66840 0.28909
H 3.54385 -0.86069 -0.32978
H 3.73040 -2.25594 0.24340
H -1.13301 3.08668 2.81193
H 0.31626 3.37409 2.45549
H 0.20382 -3.28793 2.69370
H 0.87081 -4.35065 1.83592
H -2.89793 -0.02683 -2.58535
H -3.98827 -0.92695 -3.14301
H -3.13824 4.46382 2.54181
H -3.29552 2.95215 2.52953
H 1.88788 0.81121 -0.71342
H 2.10043 2.14244 -0.01149
H 0.53340 0.33366 -2.93505
H 1.71512 0.97576 -3.64307
O 0.22923 1.41555 -0.16504
O -0.74114 -2.24162 0.46108
O -1.80965 3.28838 -1.52652
O 1.27047 -2.03376 1.29253
O 1.54583 -3.27190 -0.53768
O 3.42430 -1.79269 -0.54445
O -0.55780 3.78007 2.46940
O 0.44173 -3.48930 1.78164
O -3.53066 -0.70538 -2.32417
O -2.73298 3.65489 2.87404
O 2.05846 1.19394 0.15458
O 0.75147 0.97115 -3.62428
*
```